1.
C5H13NO2 | ωB97M-V with the def2-TZVPD basis set

Geometry (Å):
C1 0.0000 0.0000 0.0000
C2 -0.6512 -0.8382 1.1194
N1 0.1814 -0.8859 2.3507
C3 1.1645 -1.8367 2.2546
O1 1.9925 -2.1271 3.1794
C4 0.1246 0.1104 3.4215
C5 -0.5637 -0.3844 4.7307
H1 0.7818 -0.4671 -0.6223
H2 0.4072 0.9257 0.4402
H3 -0.8536 0.2639 -0.6468
H4 -1.5519 -0.2476 1.3749
H5 -0.9902 -1.7963 0.6806
H6 1.2137 -2.3099 1.2440
H7 1.1245 0.5559 3.5864
H8 -0.5314 0.8998 3.0068
H9 -1.5768 -0.6919 4.4215
H10 -0.6507 0.4770 5.4140
H11 -0.0935 -1.2200 5.2761
O2 -3.5960 2.5792 6.5330
H12 -3.6551 2.4227 5.5633
H13 -3.6636 1.6829 6.9334

Computed properties:
orbital gap = 9.82 eV
2S+1 = 1
total energy = -403.5230 hartree
SMILES = CCN(C=O)CC.O
ΔE to the lowest compared entry with this formula, charge and spin = 33.6 kcal/mol

=====

2.
C5H13NO2 | ωB97M-V with the def2-TZVPD basis set

Geometry (Å):
O1 -0.8625 -2.8790 -0.5225
C1 -0.0478 -1.7876 -0.9117
C2 0.5032 -1.0615 0.3248
C3 -0.6287 -0.3463 1.0865
C4 -0.0495 1.0095 1.4990
C5 1.0079 1.2741 0.4124
N1 1.4671 -0.0302 -0.0609
H1 -1.7769 -2.6061 -0.4393
H2 -0.5863 -1.1077 -1.5679
H3 0.7806 -2.1551 -1.5201
H4 0.9773 -1.8862 0.8560
H5 -0.9165 -0.9104 1.9665
H6 -1.4880 -0.2115 0.4289
H7 -0.7464 1.8261 1.3758
H8 0.3217 1.0930 2.5155
H9 0.6159 1.8676 -0.4088
H10 1.8530 1.8558 0.7922
H11 2.4138 -0.2550 0.1975
O2 -0.7156 2.4035 -2.1428
H12 -1.6716 2.3849 -2.0270
H13 -0.4507 1.5224 -1.8540

Computed properties:
orbital gap = 9.38 eV
2S+1 = 1
total energy = -403.5184 hartree
SMILES = OC[C@@H]1CCCN1.O
ΔE to the lowest compared entry with this formula, charge and spin = 36.5 kcal/mol

=====

3.
C5H13NO3 | ωB97M-V with the def2-TZVPD basis set

Geometry (Å):
C1 1.0949 -1.7449 -0.4920
C2 0.6238 -0.7022 0.5120
C3 0.5886 0.7918 -0.0957
N1 1.9128 1.3293 -0.2762
O1 -0.0210 0.8267 -1.3499
C4 -0.1780 1.7264 0.8869
O2 -1.5493 1.7876 0.5859
H1 0.4028 -1.8372 -1.3263
H2 2.0621 -1.4710 -0.9113
H3 1.2009 -2.7164 -0.0106
H4 -0.3325 -0.9849 0.9603
H5 1.3225 -0.6426 1.3494
H6 2.5097 1.1308 0.5192
H7 2.3286 0.9493 -1.1191
H8 -0.7457 0.1638 -1.3895
H9 -0.0889 1.3706 1.9141
H10 0.2748 2.7232 0.8169
H11 -1.6129 1.9965 -0.3552
C5 -2.4449 -1.1711 -0.0449
O3 -2.0417 -1.1190 -1.1782
H12 -2.6088 -0.2768 0.5704
H13 -2.6978 -2.1299 0.4341

Computed properties:
orbital gap = 9.60 eV
2S+1 = 1
total energy = -478.7488 hartree
SMILES = CC[C@@](N)(O)CO.C=O
ΔE to the lowest compared entry with this formula, charge and spin = 41.8 kcal/mol

=====

4.
C5H13NO3P | ωB97M-V with the def2-TZVPD basis set

Geometry (Å):
C1 -0.6832 1.4137 0.2407
C2 -0.7446 3.7312 0.2530
C3 -1.0364 2.5845 -1.8280
C4 0.3646 -2.3067 -0.3840
C5 2.5478 -3.7801 1.3572
N1 -0.4168 2.5853 -0.4920
O1 0.5489 -5.4577 0.3737
O2 0.0235 -3.9769 2.4038
O3 -0.7028 -2.0560 0.1240
P1 0.9184 -4.3225 1.2767
H1 0.0422 1.4240 1.0576
H2 -1.6769 1.3432 0.5735
H3 -0.5409 0.5310 -0.2664
H4 -0.2278 3.7054 1.1636
H5 -0.3230 4.6832 -0.3590
H6 -1.8510 3.7510 0.6185
H7 -0.4548 1.8606 -2.3349
H8 -2.2628 2.5519 -1.8038
H9 -0.8239 3.4488 -2.4479
H10 1.2070 -1.6488 -0.5019
H11 0.2820 -3.1387 -1.1326
H12 3.0185 -4.1451 0.5108
H13 2.7918 -2.7811 1.5975

Computed properties:
charge = -1
orbital gap (spin up / spin down) = 6.86 / 6.85 eV
2S+1 = 1
total energy = -820.1067 hartree
ΔE to the lowest compared entry with this formula, charge and spin = 114.0 kcal/mol

=====

5.
C5H13NO3Si | ωB97M-V with the def2-TZVPD basis set

Geometry (Å):
C1 0.6747 1.5911 -2.3521
C2 -2.0947 0.0823 0.7654
C3 -0.7387 -2.6101 -0.1098
C4 0.2013 -0.9027 2.1620
C5 2.4904 2.2450 -0.9524
N1 0.0198 0.6490 -1.7260
O1 -1.0254 0.0592 -1.9948
O2 2.0409 2.1900 0.3111
O3 0.7012 0.0630 -0.5276
Si1 -0.5344 -0.8182 0.4251
H1 0.1428 2.1593 -3.2398
H2 -3.0748 -0.2489 0.2708
H3 -2.3745 0.2292 1.7792
H4 -1.9742 1.0803 0.3904
H5 -1.6680 -3.0101 0.1615
H6 -0.8781 -2.6249 -1.2047
H7 0.0313 -3.2727 0.3630
H8 -0.6766 -1.0788 2.8667
H9 0.8233 -1.7551 2.4385
H10 0.6042 0.0787 2.3857
H11 3.0582 1.4035 -1.3261
H12 2.5621 3.2193 -1.3405
H13 1.6892 1.2715 0.4541

Computed properties:
orbital gap = 8.90 eV
2S+1 = 1
total energy = -768.0896 hartree
ΔE to the lowest compared entry with this formula, charge and spin = 176.6 kcal/mol

=====

6.
C5H13NO4 | ωB97M-V with the def2-TZVPD basis set

Geometry (Å):
C1 -0.8281 0.9587 0.4095
C2 -1.9500 1.2058 -0.6228
C3 -0.5790 -0.5587 0.6391
N1 -1.7571 0.6364 -1.9444
O1 0.3725 1.6083 0.0045
O2 -1.2414 1.5618 1.6097
H1 0.7906 1.0899 -0.7031
H2 -0.5110 2.0969 1.9417
H3 -1.7606 -0.3760 -1.9228
H4 -0.8770 0.9297 -2.3514
H5 -2.8845 0.8256 -0.2054
H6 -2.0456 2.2893 -0.7178
H7 -0.2629 -0.6919 1.6706
H8 0.0794 -0.7747 -0.4268
H9 -1.4785 -1.1615 0.5177
C4 2.3503 -0.8788 1.0602
C5 1.3322 -1.6643 0.3117
O3 1.2604 -0.7602 -1.2754
O4 1.0850 -2.8137 0.2710
H10 1.0931 -1.4026 -1.9776
H11 2.3422 -1.2118 2.0986
H12 3.3239 -1.0932 0.6189
H13 2.1461 0.1849 0.9944

Computed properties:
orbital gap = 9.49 eV
2S+1 = 1
total energy = -553.9310 hartree
ΔE to the lowest compared entry with this formula, charge and spin = 66.5 kcal/mol

=====

7.
C5H13NOS | ωB97M-V with the def2-TZVPD basis set

Geometry (Å):
C1 2.8202 1.4357 1.6398
S1 1.1027 1.8601 1.8174
C2 0.2505 0.3142 1.3729
C3 0.0175 0.1851 -0.1227
C4 -0.9470 -0.9422 -0.4866
N1 -2.2619 -0.7075 0.1104
C5 -0.9425 -1.2457 -1.9776
O1 -1.4477 -0.1990 -2.8032
H1 3.3935 2.3460 1.4816
H2 2.9785 0.7848 0.7855
H3 3.2560 1.0133 2.5537
H4 -0.6775 0.3917 1.9376
H5 0.7600 -0.5660 1.7373
H6 -0.3745 1.1161 -0.5454
H7 0.9527 -0.0298 -0.6297
H8 -0.5786 -1.8668 -0.0331
H9 -3.0029 -1.2565 -0.2945
H10 -2.4628 0.2746 0.2212
H11 0.0944 -1.4262 -2.2338
H12 -1.5509 -2.1252 -2.1889
H13 -1.3798 0.6433 -2.3418

Computed properties:
orbital gap = 9.44 eV
2S+1 = 1
total energy = -726.4705 hartree
SMILES = CSCC[C@@H](N)CO
ΔE to the lowest compared entry with this formula, charge and spin = 19.2 kcal/mol

=====

8.
C5H13NS | ωB97M-V with the def2-TZVPD basis set

Geometry (Å):
C1 1.6312 -1.9794 -0.3877
C2 0.8919 -1.1985 0.6991
N1 0.6552 0.1956 0.3399
C3 -0.6992 0.5229 -0.1501
C4 -0.7405 0.3822 -1.6904
C5 -1.2714 1.8339 0.4547
S1 -0.7445 2.3456 2.1016
H1 2.3160 -1.2799 -0.8747
H2 0.9375 -2.3783 -1.1295
H3 2.2904 -2.8166 -0.1359
H4 -0.0913 -1.6551 0.8392
H5 1.3592 -1.2844 1.6860
H6 0.9594 0.8081 1.0604
H7 -1.3330 -0.2282 0.3446
H8 -0.7802 1.4277 -2.0098
H9 -1.6323 -0.0969 -2.0812
H10 0.1729 -0.1149 -1.9891
H11 -2.3474 1.7165 0.4314
H12 -0.9290 2.6795 -0.1558
H13 -0.6448 1.1203 2.6475

Computed properties:
orbital gap = 9.57 eV
2S+1 = 1
total energy = -651.2119 hartree
SMILES = CCN[C@H](C)CS
ΔE to the lowest compared entry with this formula, charge and spin = 20.1 kcal/mol